{"formula": "C21H17ClFeIN2O6S", "method": "ωB97M-V with the def2-TZVPD basis set", "species": ["Fe", "C", "C", "C", "C", "C", "C", "C", "S", "O", "O", "N", "C", "C", "O", "O", "H", "H", "H", "H", "H", "H", "H", "H", "H", "Cl", "C", "C", "C", "C", "O", "C", "C", "O", "C", "H", "H", "H", "H", "I", "C", "C", "C", "C", "C", "N", "H", "H", "H", "H"], "coordinates": [[0.28, -0.41, 0.04], [-5.54, -1.13, 4.70], [-4.27, -0.58, 4.12], [-3.48, 0.30, 4.84], [-2.32, 0.84, 4.30], [-1.94, 0.47, 3.01], [-2.72, -0.41, 2.27], [-3.88, -0.93, 2.83], [-0.45, 1.19, 2.36], [-0.17, 2.34, 3.18], [0.63, 0.17, 2.29], [-0.60, 1.51, 0.84], [-1.86, 1.89, 0.21], [-2.25, 0.79, -0.75], [-3.33, 0.78, -1.28], [-1.26, -0.09, -0.96], [-5.62, -0.92, 5.76], [-5.60, -2.21, 4.56], [-6.41, -0.70, 4.20], [-3.77, 0.58, 5.85], [-1.72, 1.54, 4.85], [-2.43, -0.71, 1.27], [-4.49, -1.60, 2.24], [-1.72, 2.73, -0.48], [-2.71, 2.07, 0.87], [-0.05, -7.57, -1.63], [0.21, -5.87, -1.45], [0.89, -5.16, -2.47], [1.11, -3.82, -2.36], [0.66, -3.09, -1.23], [0.90, -1.82, -1.15], [-0.02, -3.81, -0.23], [-0.49, -3.15, 0.94], [-0.42, -1.94, 1.19], [-0.24, -5.20, -0.35], [1.23, -5.70, -3.34], [1.63, -3.27, -3.13], [-0.98, -3.78, 1.69], [-0.76, -5.73, 0.44], [1.25, 0.68, -3.34], [2.51, 1.00, -1.71], [3.75, 1.57, -1.95], [4.57, 1.85, -0.87], [4.13, 1.56, 0.40], [2.88, 0.99, 0.56], [2.08, 0.70, -0.48], [4.05, 1.79, -2.96], [5.54, 2.29, -1.04], [4.73, 1.77, 1.28], [2.49, 0.76, 1.54]], "mulliken_spin": [4.255, 0.000, 0.000, 0.000, 0.001, 0.013, -0.011, 0.001, -0.024, 0.013, 0.070, 0.149, -0.004, 0.005, 0.039, 0.204, 0.000, 0.000, 0.000, 0.000, -0.001, 0.006, 0.000, 0.003, 0.003, 0.001, 0.010, -0.004, 0.017, 0.005, 0.117, -0.011, 0.003, 0.076, -0.007, 0.000, 0.000, 0.005, -0.001, 0.004, 0.001, 0.004, -0.002, 0.004, 0.001, 0.054, 0.001, 0.000, 0.001, -0.001], "molar_mass_g_mol": 643.64, "s_squared": 8.760, "lumo_ev": [-0.59, -1.19], "e_tot_ha": -3791.2150, "e_homo_ev": [-8.6, -8.7], "de_lowest_ev": 0.000, "gap_ev": [8.06, 7.46], "spin_multiplicity": 6}